No. 1
2 unconnected molecules or ions with the total composition C5H7N in a non-equilibrium geometry, computed with wB97M-V/def2-TZVPD.

Results
HOMO energy = -10.21 eV
Kohn-Sham gap = 0.391 Ha
Relative energy (zero: lowest compared OMol25 entry of this formula, charge and spin) = 45.75 kcal/mol
LUMO energy = 0.445 eV
SMILES string = C=CC#N.C=C

ORCA input file:
```
! RIJCOSX wB97M-V def2-TZVPD def2/J DEFGRID3
* xyz 0 1
C 0.43 -1.76 -0.26
C 1.62 -1.29 0.12
C 1.77 -0.06 0.84
N 1.90 0.93 1.42
H 0.35 -2.69 -0.80
H -0.48 -1.20 -0.05
H 2.54 -1.83 -0.10
C -1.78 1.06 0.25
C -0.96 1.57 -0.66
H -2.77 0.69 -0.02
H -1.49 0.99 1.29
H 0.03 1.93 -0.39
H -1.24 1.64 -1.71
*
```

=====

No. 2
A single C5H7N molecule, computed with wB97M-V/def2-TZVPD.

Results
HOMO energy = -7.53 eV
Kohn-Sham gap = 0.293 Ha
Relative energy (zero: lowest compared OMol25 entry of this formula, charge and spin) = 81.02 kcal/mol
LUMO energy = 0.454 eV

ORCA input file:
```
! RIJCOSX wB97M-V def2-TZVPD def2/J DEFGRID3
* xyz 0 1
C 1.88 0.24 0.02
C 0.41 0.09 0.36
C -0.37 -0.99 -0.29
N -1.58 -0.53 -0.42
C -1.69 0.81 0.06
C -0.49 1.31 0.48
H 2.30 1.04 0.63
H 2.44 -0.69 0.20
H 2.00 0.52 -1.03
H -0.10 -1.99 -0.62
H -2.35 -1.07 -0.81
H -2.67 1.27 0.00
H 0.29 -0.10 1.45
*
```

=====

No. 3
A single C5H7N molecule in a non-equilibrium geometry, computed with wB97M-V/def2-TZVPD.

Results
HOMO energy (alpha / beta) = -7.15 / -7.28 eV
Kohn-Sham gap (alpha / beta) = 0.253 / 0.275 Ha
Relative energy (zero: lowest compared OMol25 entry of this formula, charge and spin) = 144.00 kcal/mol
LUMO energy (alpha / beta) = -0.262 / 0.204 eV

ORCA input file:
```
! RIJCOSX wB97M-V def2-TZVPD def2/J DEFGRID3
* xyz 0 1
C 0.25 -0.79 -2.47
C 0.04 -1.94 -2.95
C 0.60 0.31 -1.83
C -0.36 -0.35 0.21
C -0.76 -0.20 1.74
N 0.59 0.40 -0.41
H -0.89 -1.94 -2.25
H -0.69 -1.15 -0.44
H 1.10 1.20 -2.17
H -0.40 -0.99 2.40
H -0.14 0.58 2.07
H -1.81 0.00 1.81
H 0.88 1.27 0.03
*
```

=====

No. 4
A single C5H7N molecule in a non-equilibrium geometry, computed with wB97M-V/def2-TZVPD.

Results
HOMO energy = -8.64 eV
Kohn-Sham gap = 0.350 Ha
Relative energy (zero: lowest compared OMol25 entry of this formula, charge and spin) = 145.00 kcal/mol
LUMO energy = 0.898 eV

ORCA input file:
```
! RIJCOSX wB97M-V def2-TZVPD def2/J DEFGRID3
* xyz 0 1
C 0.85 -1.99 -1.58
C 0.75 -0.94 -0.84
C 0.65 -0.22 0.36
C 0.41 1.22 0.27
C -0.94 0.77 0.24
H 0.59 -2.70 -2.30
H 1.67 -0.47 0.88
H 0.50 1.81 1.22
H 0.74 1.98 -0.58
H -1.66 0.67 -0.47
H -1.52 1.59 0.91
H -1.34 -1.35 0.95
N -0.68 -0.36 0.95
*
```

=====

No. 5
A single C5H7N molecule in a non-equilibrium geometry, computed with wB97M-V/def2-TZVPD.

Results
HOMO energy = -8.89 eV
Kohn-Sham gap = 0.361 Ha
Relative energy (zero: lowest compared OMol25 entry of this formula, charge and spin) = 97.63 kcal/mol
LUMO energy = 0.938 eV
SMILES string = CC(C)=C1C=N1

ORCA input file:
```
! RIJCOSX wB97M-V def2-TZVPD def2/J DEFGRID3
* xyz 0 1
C 0.81 -1.06 -0.08
C -0.29 0.01 0.03
C 0.08 1.45 0.05
C -1.48 -0.44 0.01
C -2.79 -0.74 0.00
N -3.00 0.51 -0.03
H 1.77 -0.81 0.47
H 0.98 -1.24 -1.06
H 0.36 -1.93 0.41
H 0.84 1.43 -0.72
H 0.59 1.59 1.03
H -0.68 2.21 -0.19
H -3.27 -1.69 0.16
*
```

=====

No. 6
A single C5H7N molecule in a non-equilibrium geometry, computed with wB97M-V/def2-TZVPD.

Results
HOMO energy = -9.33 eV
Kohn-Sham gap = 0.379 Ha
Relative energy (zero: lowest compared OMol25 entry of this formula, charge and spin) = 105.51 kcal/mol
LUMO energy = 0.975 eV
SMILES string = C#CCN1CC1

ORCA input file:
```
! RIJCOSX wB97M-V def2-TZVPD def2/J DEFGRID3
* xyz 0 1
C -1.91 -0.01 -0.81
C -1.48 -0.83 -0.02
C -0.40 -1.08 0.88
N 0.65 0.16 0.89
C 0.48 1.20 -0.09
C 1.61 0.27 -0.23
H -2.67 0.27 -1.48
H -0.77 -1.17 1.90
H 0.17 -1.97 0.58
H 0.50 2.26 0.21
H -0.38 0.90 -0.84
H 2.65 0.49 0.02
H 1.46 -0.44 -1.04
*
```

=====

No. 7
A single C5H7N molecule, computed with wB97M-V/def2-TZVPD.

Results
HOMO energy = -8.95 eV
Kohn-Sham gap = 0.371 Ha
Relative energy (zero: lowest compared OMol25 entry of this formula, charge and spin) = 93.56 kcal/mol
LUMO energy = 1.141 eV

ORCA input file:
```
! RIJCOSX wB97M-V def2-TZVPD def2/J DEFGRID3
* xyz 0 1
C 1.10 -0.71 0.30
C 0.46 0.52 -0.28
C 0.77 -0.67 -1.16
C -1.91 -0.40 0.44
N -1.58 0.55 1.26
C -0.99 0.78 -0.01
H 2.14 -0.64 0.60
H 0.48 -1.33 0.94
H 1.08 1.40 -0.37
H 1.59 -0.59 -1.87
H -0.09 -1.24 -1.50
H -1.58 0.76 2.25
H -1.45 1.57 -0.60
*
```

=====

No. 8
A single C5H7N molecule in a non-equilibrium geometry, computed with wB97M-V/def2-TZVPD.

Results
HOMO energy = -9.52 eV
Kohn-Sham gap = 0.386 Ha
Relative energy (zero: lowest compared OMol25 entry of this formula, charge and spin) = 73.48 kcal/mol
LUMO energy = 0.995 eV
SMILES string = [H]/N=C/[C@@H]1CC1=C

ORCA input file:
```
! RIJCOSX wB97M-V def2-TZVPD def2/J DEFGRID3
* xyz 0 1
H -2.69 0.97 0.69
N -1.72 0.77 0.59
C -1.59 -0.13 -0.29
C -0.23 -0.68 -0.63
C 0.71 -1.07 0.52
C 0.77 0.27 -0.11
C 1.52 1.31 -0.10
H -2.51 -0.52 -0.71
H -0.23 -1.30 -1.62
H 1.39 -1.88 0.25
H 0.31 -0.92 1.50
H 1.34 2.19 -0.71
H 2.32 1.38 0.52
*
```

=====

- Among the records above, which one has the highest relative energy (zero: lowest compared OMol25 entry of this formula, charge and spin)?
  number 4

=====

- Which of these has the highest relative energy (zero: lowest compared OMol25 entry of this formula, charge and spin)?
  number 4

=====

- Look up the relative energy (zero: lowest compared OMol25 entry of this formula, charge and spin) of the fifth one.
  97.63 kcal/mol

=====

- Which value of relative energy (zero: lowest compared OMol25 entry of this formula, charge and spin) does entry 5 give?
  97.63 kcal/mol